[1]
Here is a structure of composition C2H10CsO8P in a non-equilibrium geometry from the Open Molecules 2025 dataset. Energies are from wB97M-V/def2-TZVPD.

Output
Molar mass: 326.0 g/mol
Orbital gap: 2.988 eV
Max |F|: 1.70 eV Å⁻¹
E_HOMO: 0.48 eV
Net charge: -2
Relative energy (zero: lowest compared OMol25 entry of this formula, charge and spin): 0.0 kJ/mol
Energy: -1045.74086 Ha

Last column: Mulliken charge in e.
CARTESIAN COORDINATES (ANGSTROEM)
Cs 1.7483 -2.1656 0.2608  0.974
P 0.7037 1.1704 1.6883  0.310
O 0.2622 0.4026 0.3261  -0.588
O -0.4500 1.0308 2.6914  -0.819
O 1.1244 2.5942 1.3588  -0.828
O 1.9431 0.3150 2.2377  -0.799
O 3.9491 -1.2470 2.4387  -0.765
H 3.5533 -1.9706 2.9337  0.251
H 3.1658 -0.5445 2.3283  0.463
O -1.3157 -1.5678 0.8048  -0.722
H -0.8176 -0.6589 0.6669  0.430
H -0.8787 -1.9477 1.5697  0.215
C -1.5788 1.1804 -2.1881  -0.453
C -1.4272 -0.3197 -2.3075  -0.424
O -0.1356 -0.7404 -2.0270  -0.617
O -1.9018 1.6366 -0.9242  -0.564
H -2.3336 1.5475 -2.9009  0.355
H -0.6255 1.6196 -2.5383  0.245
H -1.7517 -0.6439 -3.3178  0.325
H -2.1647 -0.7951 -1.6415  0.207
H 0.0819 -0.2899 -1.1497  0.496
H -1.1509 1.3940 -0.3103  0.307

Cartesian forces (eV/Å) of the 6 atoms listed first:
-0.174 1.098 0.245
0.583 0.086 1.593
-0.377 -0.402 -0.592
0.302 -0.075 -0.663
-0.086 -0.392 -0.255
-0.127 -0.582 -0.792


[2]
Here is a structure of composition C2H10F3N2V in a non-equilibrium geometry from the Open Molecules 2025 dataset. Energies are from wB97M-V/def2-TZVPD.

Output
Molar mass: 170.1 g/mol
Orbital gap (spin up / spin down): 8.091 / 7.421 eV
Max |F|: 1.64 eV Å⁻¹
E_HOMO (spin up / spin down): -12.85 / -12.29 eV
Net charge: +1
Multiplicity: 2
Energy: -1434.98934 Ha

Last column: natural (NBO) charge in e.
CARTESIAN COORDINATES (ANGSTROEM)
C -1.1097 1.1659 -2.7221  -0.853
V 0.7991 -1.1403 1.2706  1.249
N 0.7715 0.6623 2.3219  -1.095
N 2.0192 -0.7411 -0.4368  -1.110
H 0.4162 0.6043 3.2749  0.429
H -1.0997 2.0550 -2.0812  0.213
H -2.1262 0.9621 -3.0788  0.241
H -0.8270 0.2946 -2.0883  0.180
H -0.4118 1.2559 -3.5786  0.220
H 2.8789 -1.2786 -0.6183  0.421
H 2.3515 0.2182 -0.3556  0.403
H 1.4959 -0.7951 -1.3260  0.431
H 1.7080 1.0545 2.3950  0.398
H 0.1885 1.3771 1.8821  0.427
F -1.7304 -2.7160 1.2716  -0.364
C -1.3379 -1.3712 1.2412  0.551
F -2.1142 -0.8173 0.2138  -0.362
F -1.8719 -0.7902 2.4144  -0.379

Cartesian forces (eV/Å) of the 6 atoms listed first:
0.282 -0.630 0.213
-1.340 -0.254 0.315
0.545 0.425 0.284
0.497 -0.254 -0.814
-0.110 -0.122 0.056
-0.010 -0.099 -0.360


[3]
Here is a cluster of 2 separate species, C2H10N2 in total from the Open Molecules 2025 dataset. Energies are from wB97M-V/def2-TZVPD.

Output
Molar mass: 62.1 g/mol
Orbital gap: 10.285 eV
Structure (SMILES): CN.CN
Max |F|: 0.64 eV Å⁻¹
E_HOMO: -9.17 eV
Net charge: 0
Relative energy (zero: lowest compared OMol25 entry of this formula, charge and spin): 48.8 kJ/mol
Energy: -191.67880 Ha

Last column: natural (NBO) charge in e.
CARTESIAN COORDINATES (ANGSTROEM)
C 1.6939 -0.1294 -2.1598  -0.413
N 0.3486 0.4636 -2.1439  -0.835
H 1.8526 -0.5412 -3.1525  0.187
H 2.5286 0.5356 -1.9549  0.164
H 1.7562 -0.9655 -1.4640  0.190
H 0.1610 0.8056 -1.2140  0.356
H 0.3078 1.2401 -2.7963  0.350
C -1.1004 -0.7571 2.0353  -0.411
N -1.2244 0.6933 2.0327  -0.835
H -0.0588 -1.0219 2.2118  0.189
H -1.7109 -1.2489 2.7906  0.165
H -1.3590 -1.1275 1.0574  0.195
H -2.1685 0.9858 1.8176  0.350
H -1.0265 1.0677 2.9401  0.348

Cartesian forces (eV/Å) of the 6 atoms listed first:
-0.355 -0.282 -0.449
0.527 -0.209 0.082
0.133 -0.125 -0.125
0.081 0.339 0.160
-0.143 0.042 0.071
-0.221 0.274 0.088


[4]
Here is a cluster of 2 separate species, C2H10N2O in total from the Open Molecules 2025 dataset. Energies are from wB97M-V/def2-TZVPD.

Output
Molar mass: 78.1 g/mol
Orbital gap: 9.762 eV
Structure (SMILES): NCN.CO
Max |F|: 0.83 eV Å⁻¹
E_HOMO: -9.04 eV
Net charge: 0
Relative energy (zero: lowest compared OMol25 entry of this formula, charge and spin): 64.0 kJ/mol
Energy: -266.91987 Ha

Last column: natural (NBO) charge in e.
CARTESIAN COORDINATES (ANGSTROEM)
N 0.6859 -0.3635 1.8388  -0.841
C 0.6824 -1.4816 0.9448  -0.050
N 1.5296 -1.2693 -0.2552  -0.855
H 0.0567 0.3169 1.4358  0.369
H 1.6211 0.0002 1.9409  0.359
H -0.3423 -1.6782 0.6436  0.160
H 1.0679 -2.3729 1.4455  0.162
H 1.6862 -2.1700 -0.6947  0.348
H 1.0068 -0.7223 -0.9326  0.345
C -1.0996 1.8355 -1.2567  -0.247
O -1.5264 0.9424 -0.2484  -0.741
H -0.9267 1.3138 -2.1995  0.160
H -0.1531 2.2495 -0.9143  0.185
H -1.8152 2.6337 -1.4466  0.169
H -2.4733 0.7658 -0.3014  0.475

Cartesian forces (eV/Å) of the 6 atoms listed first:
-0.558 -0.190 0.002
0.573 -0.342 -0.498
-0.220 -0.170 0.166
0.201 0.482 0.205
0.043 0.207 -0.075
-0.301 -0.065 0.198


[5]
Here is a cluster of 2 separate species, C2H10N2O in total in a non-equilibrium geometry from the Open Molecules 2025 dataset. Energies are from wB97M-V/def2-TZVPD.

Output
Molar mass: 78.1 g/mol
Orbital gap: 9.006 eV
Structure (SMILES): CNCN.O
Max |F|: 3.54 eV Å⁻¹
E_HOMO: -8.33 eV
Net charge: 0
Relative energy (zero: lowest compared OMol25 entry of this formula, charge and spin): 179.8 kJ/mol
Energy: -266.87578 Ha

Last column: natural (NBO) charge in e.
CARTESIAN COORDINATES (ANGSTROEM)
C 1.6373 -1.7541 0.7689  -0.438
N 0.4488 -0.9400 1.1491  -0.654
C 0.5242 0.4127 0.5816  -0.060
N -0.5670 1.1499 1.1554  -0.847
H 1.4656 -2.9591 0.5719  0.190
H 1.9967 -1.4870 -0.2845  0.203
H 2.3854 -1.6602 1.5864  0.181
H 0.2903 -1.0077 2.1528  0.369
H 0.0919 0.4919 -0.4485  0.166
H 1.5471 0.7928 0.4922  0.161
H -1.2599 1.3009 0.4107  0.361
H -0.3149 2.0572 1.6633  0.368
O -1.7537 0.8260 -3.0378  -0.937
H -1.9234 1.5055 -2.3590  0.467
H -2.3904 0.9363 -3.7174  0.470

Cartesian forces (eV/Å) of the 6 atoms listed first:
-0.391 -2.135 -0.965
1.242 -1.263 -1.426
-1.808 -0.889 -1.223
-0.100 3.063 1.767
-0.133 2.938 0.958
-0.188 0.189 1.735


[6]
Here is a structure of composition C2H10N2O in a non-equilibrium geometry from the Open Molecules 2025 dataset. Energies are from wB97M-V/def2-TZVPD.

Output
Molar mass: 78.1 g/mol
Orbital gap: 9.338 eV
Max |F|: 3.96 eV Å⁻¹
E_HOMO: -8.37 eV
Net charge: 0
Relative energy (zero: lowest compared OMol25 entry of this formula, charge and spin): 381.5 kJ/mol
Energy: -266.79896 Ha

Last column: natural (NBO) charge in e.
CARTESIAN COORDINATES (ANGSTROEM)
C 0.6001 -0.7971 0.9640  -0.391
C -0.4653 -0.7000 -2.1389  -0.225
O -0.1402 0.4012 -1.3432  -0.861
H -1.5542 -0.7579 -2.2622  0.149
H 1.4846 -0.4534 0.4318  0.221
H 0.8631 -1.0365 1.9953  0.191
H 0.1368 -1.6464 0.4647  0.217
H -0.0831 -1.6338 -1.6945  0.123
H -0.0157 -0.5986 -3.1362  0.167
N -0.4240 0.5160 1.2231  -0.550
N 0.2075 1.7996 1.2944  -0.648
H 0.4080 2.0665 2.2614  0.340
H 1.1048 1.7350 0.8030  0.365
H -1.4268 0.4315 1.3851  0.406
H -0.6958 0.6738 -0.2480  0.496

Cartesian forces (eV/Å) of the 6 atoms listed first:
-1.728 2.345 2.286
-0.473 0.403 0.629
-0.832 1.639 1.962
0.033 -0.403 -0.175
-0.476 0.276 -0.152
0.178 -0.405 -0.185


[7]
Here is a cluster of 3 separate species, C2H10N2O2 in total from the Open Molecules 2025 dataset. Energies are from wB97M-V/def2-TZVPD.

Output
Molar mass: 94.1 g/mol
Orbital gap: 7.987 eV
Structure (SMILES): N/C=C/N.O.O
Max |F|: 0.88 eV Å⁻¹
E_HOMO: -7.58 eV
Net charge: 0
Relative energy (zero: lowest compared OMol25 entry of this formula, charge and spin): 106.5 kJ/mol
Energy: -342.15329 Ha

Last column: natural (NBO) charge in e.
CARTESIAN COORDINATES (ANGSTROEM)
N -0.4372 0.5069 -2.2373  -0.815
C 0.1655 0.6450 -0.9276  -0.113
C 0.6678 1.7620 -0.4256  -0.066
N 1.1173 1.9293 0.8958  -0.807
H 0.1779 0.9339 -2.9188  0.358
H -0.3737 -0.4776 -2.4741  0.352
H 0.2620 -0.2921 -0.3713  0.173
H 0.6184 2.6779 -1.0140  0.183
H 1.3566 1.0542 1.3351  0.368
H 1.8973 2.5677 0.9689  0.365
O 1.2357 -2.4189 1.6523  -0.936
H 2.2010 -2.3914 1.6492  0.470
H 1.0219 -2.9245 0.8588  0.467
O -3.5797 -1.1301 1.2774  -0.938
H -3.5202 -0.7342 0.3944  0.471
H -2.8107 -1.7080 1.3368  0.467

Cartesian forces (eV/Å) of the 6 atoms listed first:
0.693 -0.305 0.443
0.236 -0.706 -0.319
-0.400 0.419 -0.182
0.229 0.088 -0.072
-0.148 0.361 -0.140
-0.311 0.015 -0.034


[8]
Here is a cluster of 3 separate species, C2H10N2O2 in total in a non-equilibrium geometry from the Open Molecules 2025 dataset. Energies are from wB97M-V/def2-TZVPD.

Output
Molar mass: 94.1 g/mol
Orbital gap: 9.382 eV
Structure (SMILES): [H]/N=C/NC.O.O
Max |F|: 2.45 eV Å⁻¹
E_HOMO: -8.78 eV
Net charge: 0
Relative energy (zero: lowest compared OMol25 entry of this formula, charge and spin): 103.6 kJ/mol
Energy: -342.15440 Ha

Last column: natural (NBO) charge in e.
CARTESIAN COORDINATES (ANGSTROEM)
H 2.6483 -1.5424 0.5470  0.353
N 1.9462 -0.9682 0.1032  -0.767
C 0.7734 -1.1853 0.5431  0.320
N -0.1885 -0.2659 0.7578  -0.640
C -1.6232 -0.4566 0.8488  -0.425
H 0.4732 -2.1781 0.9338  0.118
H 0.0754 0.6994 0.9143  0.420
H -2.2309 0.1551 0.1886  0.201
H -1.9429 -0.4207 1.8913  0.201
H -1.7545 -1.5105 0.5805  0.209
O -0.9018 -0.4552 -2.3407  -0.950
H -0.0822 -0.1605 -2.7458  0.475
H -0.9367 -0.1122 -1.4372  0.471
O 0.3728 2.7471 0.5044  -0.937
H -0.1877 2.9483 -0.2681  0.470
H 1.2042 2.6046 0.0294  0.478

Cartesian forces (eV/Å) of the 6 atoms listed first:
-0.113 -0.884 -0.692
0.015 1.837 0.536
-0.016 -1.560 1.153
-0.569 2.024 -0.602
0.702 -2.266 0.606
-0.036 0.057 -0.217


[9]
Here is a cluster of 3 separate species, C2H10N2O2 in total in a non-equilibrium geometry from the Open Molecules 2025 dataset. Energies are from wB97M-V/def2-TZVPD.

Output
Molar mass: 94.1 g/mol
Orbital gap: 9.959 eV
Structure (SMILES): C/N=C\N.O.O
Max |F|: 3.65 eV Å⁻¹
E_HOMO: -9.17 eV
Net charge: 0
Relative energy (zero: lowest compared OMol25 entry of this formula, charge and spin): 112.9 kJ/mol
Energy: -342.15085 Ha

Last column: natural (NBO) charge in e.
CARTESIAN COORDINATES (ANGSTROEM)
C -1.0832 0.7015 1.8788  -0.429
N -0.3101 0.4442 0.6063  -0.556
C -0.0505 1.2620 -0.3226  0.308
N -0.6950 2.5293 -0.5521  -0.852
H -0.2726 1.0550 2.5648  0.214
H -1.8349 1.5225 1.7434  0.171
H -1.5080 -0.1988 2.2760  0.210
H 0.8653 1.2323 -0.9685  0.186
H -0.4162 3.0005 -1.3752  0.388
H -1.4678 2.8331 -0.0505  0.384
O 0.5502 -2.2605 0.2967  -0.967
H 0.6876 -2.4059 1.2211  0.451
H 0.0106 -1.4363 0.3825  0.492
O 2.1264 -2.4557 -2.5367  -0.936
H 1.4463 -2.5671 -3.2068  0.459
H 1.9520 -3.2563 -1.9572  0.477

Cartesian forces (eV/Å) of the 6 atoms listed first:
1.307 1.991 -1.897
0.254 -0.625 0.799
-0.934 2.765 0.518
2.441 -2.711 -0.015
-0.899 -0.207 -0.259
0.353 -0.805 0.429


[10]
Here is a cluster of 3 separate species, C2H10N2O2 in total in a non-equilibrium geometry from the Open Molecules 2025 dataset. Energies are from wB97M-V/def2-TZVPD.

Output
Molar mass: 94.1 g/mol
Orbital gap: 8.530 eV
Structure (SMILES): N/C=C/N.O.O
Max |F|: 3.14 eV Å⁻¹
E_HOMO: -7.89 eV
Net charge: 0
Relative energy (zero: lowest compared OMol25 entry of this formula, charge and spin): 195.6 kJ/mol
Energy: -342.11935 Ha

Last column: natural (NBO) charge in e.
CARTESIAN COORDINATES (ANGSTROEM)
N 0.7444 -1.6648 -1.1464  -0.886
C 0.6090 -0.2603 -0.9256  -0.152
C -0.2555 0.4670 -1.6431  0.018
N -1.1315 1.4706 -1.2172  -0.807
H 0.3762 -2.2860 -0.4948  0.356
H 1.6032 -2.0783 -1.4653  0.360
H 1.0398 0.0308 0.0334  0.189
H -0.2936 0.2016 -2.6869  0.171
H -1.6821 1.0604 -0.4639  0.381
H -1.8799 1.6003 -1.8905  0.362
O -1.6887 -0.0625 1.7477  -0.935
H -0.9589 -0.6453 1.5100  0.472
H -2.4531 -0.5321 1.4074  0.465
O 2.0283 0.7700 2.0470  -0.939
H 1.6588 0.2972 2.7995  0.469
H 2.2834 1.6313 2.3887  0.475

Cartesian forces (eV/Å) of the 6 atoms listed first:
1.190 0.222 -2.900
-0.071 -0.348 2.011
0.117 -0.780 -0.611
-0.630 -0.051 0.371
-1.052 -0.530 1.398
0.472 0.463 -0.056


[11]
Here is a cluster of 3 separate species, C2H10N2O2 in total in a non-equilibrium geometry from the Open Molecules 2025 dataset. Energies are from wB97M-V/def2-TZVPD.

Output
Molar mass: 94.1 g/mol
Orbital gap: 9.309 eV
Structure (SMILES): C/N=C\N.O.O
Max |F|: 2.57 eV Å⁻¹
E_HOMO: -8.72 eV
Net charge: 0
Relative energy (zero: lowest compared OMol25 entry of this formula, charge and spin): 112.0 kJ/mol
Energy: -342.15120 Ha

Last column: natural (NBO) charge in e.
CARTESIAN COORDINATES (ANGSTROEM)
C -1.1853 -0.4017 1.6517  -0.463
N -1.2135 1.0076 1.2212  -0.520
C -0.1452 1.5656 0.8167  0.288
N 0.8440 0.9584 0.0730  -0.843
H -2.1316 -0.5708 2.1476  0.210
H -0.3391 -0.4209 2.3394  0.200
H -0.9834 -1.1345 0.8595  0.172
H -0.0779 2.6503 0.7795  0.163
H 1.4152 1.5116 -0.5374  0.394
H 0.9212 -0.0398 0.0055  0.396
O -3.0216 -0.5471 -1.5753  -0.930
H -2.2951 0.0917 -1.6181  0.465
H -3.0801 -0.5864 -0.6099  0.466
O 3.9985 -1.6945 -1.3630  -0.952
H 4.3725 -1.1291 -2.0457  0.475
H 4.3077 -2.5957 -1.4641  0.477

Cartesian forces (eV/Å) of the 6 atoms listed first:
0.627 1.120 -0.810
0.273 0.433 1.681
-0.880 -0.590 -2.347
0.446 0.085 0.795
0.031 -0.473 0.113
-0.252 -0.649 0.355


[12]
Here is a cluster of 3 separate species, C2H10N2O3 in total in a non-equilibrium geometry from the Open Molecules 2025 dataset. Energies are from wB97M-V/def2-TZVPD.

Output
Molar mass: 110.1 g/mol
Orbital gap: 9.725 eV
Structure (SMILES): NCC(N)=O.O.O
Max |F|: 1.37 eV Å⁻¹
E_HOMO: -9.49 eV
Net charge: 0
Relative energy (zero: lowest compared OMol25 entry of this formula, charge and spin): 54.6 kJ/mol
Energy: -417.45273 Ha

Last column: natural (NBO) charge in e.
CARTESIAN COORDINATES (ANGSTROEM)
N -1.6869 1.0940 0.2834  -0.819
C -0.2971 0.8517 0.6398  -0.311
C 0.5042 0.1393 -0.4495  0.669
N 1.4389 -0.7414 -0.0317  -0.813
O 0.2689 0.3712 -1.6194  -0.662
H -1.7956 1.0044 -0.7265  0.371
H -2.2939 0.3751 0.6528  0.354
H 0.2097 1.7924 0.8502  0.206
H -0.3013 0.2638 1.5589  0.184
H 1.7087 -0.7710 0.9383  0.417
H 2.0675 -1.1850 -0.6792  0.399
O 1.4004 -1.3980 2.9572  -0.965
H 0.8541 -0.7404 3.4280  0.484
H 1.8940 -1.9350 3.5907  0.488
O -1.6228 0.4922 -3.9239  -0.954
H -1.2678 0.5131 -3.0502  0.485
H -1.0812 -0.1263 -4.4188  0.465

Cartesian forces (eV/Å) of the 6 atoms listed first:
-0.204 -0.061 -0.604
-0.224 -0.461 0.301
-0.147 -0.023 0.233
0.244 0.170 0.279
-0.107 -0.149 -0.455
0.150 0.370 0.125